# 1
# C28H28CoN9OS2Si

A molecular structure, C28H28CoN9OS2Si (wB97M-V/def2-TZVPD, OMol25).

Values from the calculation:
F_max: 0.0047 hartree/bohr
orbital gap (alpha / beta): 5.66 / 5.99 eV
charge: -1
energy above the lowest of the compared OMol25 structures with the same formula, charge and spin: 56.3 kJ/mol
spin multiplicity: 2
DFT total energy: -4120.609667 hartree

Last column: natural (NBO) charge in e.
Positions of all 70 atoms, in Å:
Co1 0.980 -0.805 0.049  0.520
N1 3.720 2.283 1.594  -0.348
C1 2.463 2.078 1.168  0.215
N2 2.351 0.849 0.741  -0.476
C2 3.590 0.329 0.926  0.279
N3 4.464 1.167 1.445  -0.277
C3 3.830 -1.073 0.591  0.103
C4 5.080 -1.672 0.661  0.033
N4 5.266 -2.952 0.368  -0.390
C5 4.177 -3.628 0.001  -0.009
C6 2.924 -3.046 -0.073  0.020
N5 2.740 -1.760 0.226  -0.384
H1 4.129 3.117 1.975  0.412
H2 1.689 2.829 1.173  0.232
H3 5.940 -1.087 0.964  0.205
H4 4.303 -4.676 -0.242  0.196
H5 2.047 -3.608 -0.368  0.235
S1 -0.831 0.557 -0.067  -0.298
C7 -2.036 -0.424 -0.852  -0.200
C8 -3.291 0.134 -1.101  -0.139
C9 -4.294 -0.553 -1.772  -0.207
C10 -5.542 0.099 -2.033  0.300
N6 -6.534 0.649 -2.232  -0.359
C11 -4.045 -1.866 -2.203  -0.184
C12 -2.807 -2.441 -1.946  -0.185
C13 -1.781 -1.760 -1.280  -0.169
S2 -0.249 -2.541 -1.056  -0.389
C14 -5.037 -2.612 -2.919  0.313
N7 -5.819 -3.226 -3.499  -0.360
H6 -3.481 1.147 -0.768  0.217
H7 -2.619 -3.453 -2.280  0.227
C15 -0.596 2.937 -4.424  -0.415
N8 -0.434 1.872 -3.447  -0.231
N9 0.860 1.790 -2.909  -0.320
C16 1.229 0.446 -2.771  0.646
O1 2.207 0.060 -2.143  -0.664
C17 0.199 -0.293 -3.466  -0.383
C18 -0.757 0.577 -3.839  0.255
C19 -2.038 0.318 -4.549  -0.664
C20 1.327 2.848 -2.105  0.244
C21 0.438 3.672 -1.421  -0.260
C22 0.922 4.764 -0.715  -0.210
C23 2.286 5.023 -0.667  -0.256
C24 3.169 4.172 -1.321  -0.219
C25 2.695 3.088 -2.043  -0.230
H8 -0.388 3.896 -3.953  0.214
H9 -1.630 2.938 -4.760  0.216
H10 0.072 2.804 -5.283  0.185
H11 0.167 -1.367 -3.508  0.265
H12 -2.249 -0.750 -4.530  0.249
H13 -1.991 0.642 -5.592  0.218
H14 -2.864 0.836 -4.060  0.239
H15 -0.616 3.429 -1.436  0.251
H16 0.227 5.408 -0.190  0.213
H17 2.659 5.882 -0.121  0.207
H18 4.235 4.359 -1.279  0.211
H19 3.369 2.421 -2.562  0.238
C26 0.577 0.041 3.396  -1.147
Si1 0.302 -1.362 2.135  1.345
C27 -1.502 -1.883 2.344  -1.153
C28 1.286 -2.829 2.863  -1.146
H20 0.198 -0.244 4.384  0.212
H21 0.050 0.944 3.077  0.227
H22 1.638 0.284 3.502  0.208
H23 -1.684 -2.216 3.372  0.207
H24 -1.744 -2.705 1.667  0.239
H25 -2.177 -1.055 2.123  0.235
H26 0.919 -3.074 3.865  0.213
H27 2.356 -2.613 2.943  0.210
H28 1.168 -3.722 2.242  0.223

=====

# 2
# C31H33AsIrN6OS2

A molecular structure, C31H33AsIrN6OS2 (wB97M-V/def2-TZVPD, OMol25).

Values from the calculation:
F_max: 0.0020 hartree/bohr
orbital gap (alpha / beta): 8.49 / 4.75 eV
charge: +4
energy above the lowest of the compared OMol25 structures with the same formula, charge and spin: 0.0 kJ/mol
spin multiplicity: 6
DFT total energy: -4739.896650 hartree

Last column: Löwdin charge in e.
Positions of all 75 atoms, in Å:
Ir1 0.994 0.672 -0.560  1.245
N1 2.595 0.088 -4.836  0.182
C1 2.468 -0.081 -3.542  -0.763
N2 3.420 -0.639 -2.816  0.160
S1 0.931 0.443 -2.843  0.660
H1 3.404 -0.239 -5.352  0.160
H2 1.865 0.534 -5.375  0.136
H3 4.267 -1.001 -3.237  0.154
H4 3.265 -0.839 -1.839  0.070
O1 -0.715 0.557 0.418  -0.669
As1 -2.242 -0.369 0.291  1.351
C2 -2.474 -0.822 -1.530  -0.338
C3 -1.835 -1.967 -2.016  -0.136
C4 -2.024 -2.344 -3.335  -0.049
C5 -2.848 -1.584 -4.161  -0.019
C6 -3.488 -0.452 -3.673  -0.025
C7 -3.309 -0.066 -2.352  -0.064
C8 -1.962 -1.914 1.347  -0.347
C9 -2.716 -3.056 1.075  -0.080
C10 -2.591 -4.158 1.910  -0.028
C11 -1.724 -4.113 2.995  -0.024
C12 -0.976 -2.970 3.258  -0.049
C13 -1.094 -1.859 2.438  -0.101
C14 -3.505 0.826 1.019  -0.328
C15 -4.275 0.395 2.097  -0.062
C16 -5.235 1.251 2.621  -0.022
C17 -5.414 2.513 2.074  -0.013
C18 -4.638 2.939 0.997  -0.043
C19 -3.678 2.098 0.462  -0.126
H5 -1.252 -2.595 -1.350  0.090
H6 -1.565 -3.247 -3.713  0.123
H7 -3.015 -1.895 -5.184  0.131
H8 -4.148 0.117 -4.313  0.131
H9 -3.848 0.792 -1.968  0.105
H10 -3.404 -3.091 0.238  0.121
H11 -3.181 -5.045 1.720  0.131
H12 -1.644 -4.971 3.650  0.131
H13 -0.323 -2.939 4.121  0.123
H14 -0.538 -0.956 2.659  0.102
H15 -4.142 -0.593 2.520  0.113
H16 -5.845 0.927 3.454  0.132
H17 -6.170 3.171 2.481  0.132
H18 -4.802 3.918 0.567  0.125
H19 -3.094 2.422 -0.393  0.104
C20 1.821 -4.561 0.812  0.032
C21 2.076 -3.103 0.915  -0.239
C22 2.746 -2.361 1.886  0.071
C23 2.677 -1.035 1.502  -0.299
N3 2.004 -0.940 0.320  -0.165
N4 1.659 -2.227 -0.010  0.056
C24 3.217 0.160 2.203  0.007
H20 2.193 -5.069 1.698  0.108
H21 2.326 -4.983 -0.059  0.109
H22 0.752 -4.760 0.718  0.095
H23 3.232 -2.755 2.764  0.149
H24 1.086 -2.415 -0.818  0.149
H25 4.257 -0.005 2.483  0.111
H26 2.661 0.342 3.125  0.107
H27 3.163 1.050 1.578  0.046
N5 -0.390 3.218 1.289  0.217
C25 0.783 3.578 0.853  -0.584
N6 1.597 2.750 0.130  -0.039
C26 2.759 3.374 -0.169  -0.263
C27 3.842 2.815 -0.885  -0.003
C28 4.946 3.584 -1.091  0.027
C29 5.017 4.932 -0.603  0.070
C30 3.973 5.508 0.102  -0.010
C31 2.854 4.731 0.319  -0.394
S2 1.423 5.167 1.172  1.263
H28 -0.745 2.272 1.114  0.070
H29 -0.965 3.856 1.827  0.155
H30 3.785 1.796 -1.247  0.090
H31 5.798 3.189 -1.627  0.140
H32 5.915 5.509 -0.792  0.150
H33 4.042 6.525 0.467  0.148

=====

# 3
# C2H6N3S2

A gas-phase ion, C2H6N3S2 (charge +1) at a distorted geometry (wB97M-V/def2-TZVPD, OMol25).

Values from the calculation:
F_max: 0.0568 hartree/bohr
orbital gap (alpha / beta): 7.10 / 6.34 eV
charge: +1
energy above the lowest of the compared OMol25 structures with the same formula, charge and spin: 0.0 kJ/mol
spin multiplicity: 3
DFT total energy: -1040.094887 hartree

Last column: natural (NBO) charge in e.
Positions of all 13 atoms, in Å:
C1 -0.276 -0.422 -0.089  0.666
C2 0.743 1.666 0.977  -0.410
N1 -0.254 -1.019 -1.303  -0.775
N2 -0.666 -0.964 1.026  -0.738
N3 0.201 0.884 -0.081  -0.599
S1 0.741 1.057 2.492  0.365
S2 1.500 3.067 0.374  0.132
H1 -0.420 -2.011 -1.618  0.464
H2 0.126 -0.319 -2.004  0.423
H3 -1.039 -1.907 1.101  0.443
H4 -0.469 -0.452 1.938  0.406
H5 0.033 1.429 -1.000  0.439
H6 2.126 3.675 1.382  0.185